(1)
Computed, not measured: C24H41AuNSSeSi as an isolated structure in a non-equilibrium geometry, with ωB97M-V/def2-TZVPD.

Properties
LUMO energy   2.45 eV
HOMO level   -3.219 eV
ΔE to the lowest compared entry with this formula, charge and spin   71.24 kJ/mol
Orbital gap   5.67 eV
Net charge   -1

Each line ends with the natural charge from an NBO analysis.
Atoms and positions in Å:
Au: -0.1516 -1.7804 -1.3716  0.2531
S: -4.1748 -4.0858 -0.5718  0.4324
C: -3.9325 -4.0093 -2.2773  -0.4607
C: -2.6847 -3.5509 -2.5468  -0.0412
N: -1.9269 -3.2792 -1.4583  -0.5374
C: -2.5747 -3.4923 -0.3592  -0.0708
H: -4.7121 -4.2917 -2.9556  0.2351
H: -2.2771 -3.4012 -3.5304  0.2157
H: -2.1545 -3.3840 0.6161  0.2522
C: -3.4659 2.4059 5.8307  -0.6184
C: -3.2916 1.6930 4.5191  -0.0457
C: -3.1686 0.3159 4.4614  -0.2276
C: -3.0260 -0.3525 3.2564  -0.0473
C: -2.8799 -1.8443 3.2549  -0.6287
C: -3.0206 0.3764 2.0634  -0.1939
Se: -2.9349 -0.5531 0.4035  -0.5435
C: -3.1064 1.7714 2.1033  0.0600
C: -3.0207 2.6315 0.8778  -0.6639
C: -3.2455 2.4012 3.3300  -0.2569
H: -3.5634 1.6938 6.6485  0.2015
H: -4.3565 3.0363 5.8098  0.2028
H: -2.6073 3.0470 6.0372  0.2034
H: -3.1820 -0.2505 5.3834  0.1829
H: -2.9723 -2.2481 4.2622  0.1893
H: -1.9051 -2.1217 2.8498  0.2165
H: -3.6410 -2.2936 2.6168  0.2208
H: -3.0874 2.0242 -0.0190  0.2524
H: -2.0625 3.1513 0.8749  0.2059
H: -3.8139 3.3786 0.8586  0.1965
H: -3.3225 3.4829 3.3620  0.1844
C: 0.5543 0.7143 -3.8190  -0.6105
C: 1.2219 1.2418 -2.5473  -0.5030
C: 0.1803 2.1473 -1.8910  -0.6169
C: 2.4198 2.0998 -2.9610  -0.6148
Si: 1.6336 -0.2687 -1.3343  1.2412
C: 3.2429 -1.2209 -1.9962  -0.5152
C: 4.5749 -0.5212 -1.7293  -0.6117
C: 3.1316 -1.4660 -3.5001  -0.6097
C: 3.3103 -2.6083 -1.3560  -0.6149
C: 1.9955 0.4339 0.4813  -0.5179
C: 2.9087 1.6619 0.5271  -0.6121
C: 0.6737 0.8104 1.1501  -0.6160
C: 2.6122 -0.6592 1.3542  -0.6075
H: 0.2516 1.5482 -4.4559  0.1852
H: -0.3361 0.1452 -3.5638  0.2191
H: 1.2105 0.0751 -4.3990  0.2005
H: -0.2228 2.8567 -2.6184  0.1887
H: 0.6055 2.7250 -1.0749  0.1959
H: -0.6442 1.5516 -1.5081  0.2364
H: 2.0889 2.9392 -3.5790  0.1906
H: 3.1344 1.5239 -3.5456  0.1953
H: 2.9368 2.5093 -2.0971  0.2036
H: 4.5843 0.4912 -2.1245  0.2025
H: 5.3949 -1.0718 -2.2005  0.1877
H: 4.7853 -0.4761 -0.6636  0.2005
H: 3.2379 -0.5468 -4.0682  0.1966
H: 2.1715 -1.9166 -3.7401  0.2157
H: 3.9166 -2.1486 -3.8354  0.1872
H: 3.4166 -2.5529 -0.2793  0.2068
H: 4.1634 -3.1665 -1.7489  0.1828
H: 2.4049 -3.1701 -1.5734  0.2200
H: 2.4300 2.5175 0.0553  0.2001
H: 3.8551 1.4775 0.0228  0.1979
H: 3.1284 1.9411 1.5632  0.1937
H: 0.1748 1.6140 0.6252  0.2084
H: 0.8320 1.1357 2.1813  0.1890
H: -0.0019 -0.0412 1.1722  0.2367
H: 3.6220 -0.9110 1.0350  0.1911
H: 1.9955 -1.5544 1.3164  0.2140
H: 2.6669 -0.3311 2.3961  0.1942


(2)
Computed, not measured: a 3-piece molecular cluster, C24H41F16INO9P3S3 overall in a non-equilibrium geometry, with ωB97M-V/def2-TZVPD.

Properties
LUMO energy   -0.23 eV
HOMO level   -8.022 eV
Orbital gap   7.79 eV
Net charge   0

Each line ends with the Löwdin charge.
Atoms and positions in Å:
C: -1.3072 -1.2657 0.3294  -0.1265
C: -2.3822 -1.0270 1.4543  -0.2406
C: -3.0032 0.4097 1.2157  -0.2064
C: -2.1952 1.5383 1.9727  -0.1777
C: -2.0842 2.8625 1.0937  -0.1737
C: -0.5796 3.2870 1.0118  -0.1896
C: -0.2324 4.1349 -0.2690  -0.1177
C: -0.2727 3.1585 -1.5229  -0.3128
O: -1.5731 3.2884 -2.0665  -0.1645
C: -1.7974 2.5339 -3.2409  -0.8415
I: -1.4161 3.6564 -5.0956  1.0895
C: -3.3818 2.2677 -3.2575  -0.2897
O: -3.8323 2.0038 -4.5774  -0.3053
C: -4.4898 0.7396 -4.7017  -0.1084
P: -0.9993 0.8252 -3.3145  0.8060
N: 0.2566 0.7218 -4.3319  -0.3230
C: 0.9078 3.6048 -2.4671  -0.3391
O: 2.1762 3.3472 -1.8365  -0.2481
C: 2.6201 2.0596 -2.2674  -0.5700
P: 3.6519 1.3362 -0.8438  0.4031
S: 5.5686 1.7107 -0.9353  0.1431
P: 3.6482 2.2047 -3.8487  0.2795
O: 4.4712 0.7377 -3.9948  -0.2483
O: 2.6445 2.3389 -5.1990  -0.2491
S: 4.8102 3.7585 -3.8836  0.3076
S: 0.9178 5.4459 -2.8207  0.6977
C: 2.1029 6.3367 -1.7551  -0.1257
O: 1.4013 5.5995 -4.2299  -0.3919
O: -0.4387 6.0512 -2.7385  -0.3729
H: -0.5335 -0.4637 0.3127  0.0570
H: -0.8341 -2.2704 0.3804  0.0725
H: -1.8470 -1.1993 -0.6503  0.0546
H: -1.8264 -1.0418 2.4240  0.1052
H: -3.1814 -1.7950 1.4287  0.0933
H: -4.0788 0.3890 1.5012  0.1078
H: -2.9755 0.5724 0.1105  0.0804
H: -1.1779 1.1295 2.1445  0.0920
H: -2.7309 1.8248 2.9021  0.1088
H: -2.6487 3.7143 1.5263  0.1146
H: -2.5433 2.6181 0.1124  0.0880
H: -0.3330 3.9043 1.9050  0.1170
H: 0.1262 2.4171 1.0260  0.1011
H: 0.7941 4.5389 -0.1024  0.1022
H: -0.8956 5.0118 -0.4186  0.1280
H: -0.0553 2.1549 -1.0749  0.1190
H: -3.6561 1.4693 -2.5267  0.1152
H: -3.8401 3.2187 -2.9048  0.1377
H: -5.0155 0.4175 -3.7741  0.0932
H: -5.2390 0.8492 -5.5188  0.1006
H: -3.7633 -0.0661 -4.9644  0.0720
H: -1.9874 -0.0883 -3.7725  0.0238
H: -0.5249 0.3769 -2.0507  0.0054
H: -0.0138 0.0491 -5.0525  -0.0283
H: 0.9291 3.1268 -3.4750  0.0611
H: 1.7078 1.4192 -2.4045  0.0628
H: 3.4230 -0.0799 -0.9331  0.0006
H: 3.1834 1.8706 0.3952  -0.0034
H: 3.8194 0.0796 -4.2863  0.0617
H: 2.4010 1.4416 -5.4740  0.0362
H: 2.4627 5.7387 -0.8923  0.0600
H: 2.9998 6.6555 -2.3315  0.0788
H: 1.6447 7.2663 -1.3472  0.0797
F: 6.7293 -3.9356 2.5473  0.1004
C: 8.0255 -3.5985 2.6107  -0.3097
F: 8.5875 -4.4248 3.5272  0.0923
C: 8.2610 -2.1373 3.0180  -0.4373
F: 7.8430 -1.9199 4.2839  0.1290
F: 9.6118 -1.9600 3.0288  0.1048
C: 7.6858 -1.0248 2.1055  -0.0264
O: 6.4362 -0.4016 2.4589  0.0308
C: 5.2130 -0.9671 2.0880  -0.5254
F: 5.4090 -1.9387 1.1865  0.1492
F: 4.5360 0.0037 1.4381  0.0359
C: 4.3766 -1.4118 3.2937  -0.2852
F: 5.0331 -2.2861 4.0723  0.1076
F: 3.2434 -2.0236 2.8752  0.0937
H: 8.4855 -3.8097 1.6416  0.1721
H: 8.3984 -0.2026 2.1823  0.1488
H: 7.7018 -1.3104 1.0531  0.1444
H: 4.1057 -0.5527 3.9107  0.1750
F: -5.3326 -4.3857 1.0787  0.0969
C: -6.6535 -4.5802 1.2015  -0.3089
F: -7.2439 -3.4225 0.8124  0.0912
C: -7.0937 -4.9311 2.6301  -0.4382
F: -6.8747 -3.8941 3.4662  0.1305
F: -8.4447 -5.0992 2.5796  0.1050
C: -6.5214 -6.2195 3.2745  -0.0305
O: -5.4028 -6.1164 4.1761  0.0336
C: -4.0866 -6.0900 3.6972  -0.5282
F: -4.0574 -6.4378 2.4025  0.1497
F: -3.4279 -7.0623 4.3551  0.1501
C: -3.3859 -4.7575 3.9860  -0.2860
F: -4.0567 -3.7119 3.4728  0.0961
F: -2.1516 -4.7472 3.4343  0.0981
H: -6.9544 -5.3628 0.4998  0.1721
H: -7.3208 -6.5899 3.9177  0.1468
H: -6.3660 -7.0093 2.5387  0.1427
H: -3.2896 -4.5972 5.0615  0.1760


(3)
Computed, not measured: a 7-piece molecular cluster, C24H41F9N7O10S3 overall in a non-equilibrium geometry, with ωB97M-V/def2-TZVPD.

Properties
LUMO energy   -4.07 eV
HOMO level   -8.672 eV
Orbital gap   4.61 eV
Net charge   +1

Each line ends with the Löwdin charge.
Atoms and positions in Å:
C: 6.4672 -1.2587 1.7735  0.0364
C: 4.8921 -1.1130 1.7767  -0.3225
O: 4.1921 -1.7406 2.5204  0.1952
N: 4.2735 -0.4379 0.5415  0.1081
H: 4.9767 0.1803 0.1626  0.1540
H: 4.0311 -1.1375 -0.1455  0.1396
C: 3.0017 0.4068 0.9158  0.0661
H: 6.5977 -2.1059 1.1002  0.0908
H: 7.0474 -1.4269 2.6808  0.1024
H: 7.0312 -0.4594 1.2929  0.0754
H: 3.3830 1.4208 0.7959  0.1029
H: 2.6549 0.1754 1.9229  0.0965
H: 2.2594 0.3247 0.1219  0.0646
C: 1.5170 4.7243 0.8956  -0.0229
C: 1.3815 4.9046 2.5595  -0.0943
N: 0.0253 4.6216 3.0579  -0.0744
C: -0.3923 4.8464 4.3599  -0.0064
C: -1.7536 4.4426 4.4584  0.0456
N: -2.2060 4.1062 3.1175  -0.0457
C: -1.0704 4.2481 2.2760  0.0400
C: -3.5785 3.8316 2.7607  -0.0207
H: 0.8600 3.9241 0.5547  0.0151
H: 2.5537 4.4889 0.6547  0.0554
H: 1.1572 5.5183 0.2412  0.0775
H: 1.7400 5.8883 2.8629  0.1161
H: 1.9644 4.1311 3.0596  0.1101
H: 0.3636 5.1954 5.0479  0.1258
H: -2.4076 4.4817 5.3170  0.1204
H: -1.1419 4.1913 1.1999  0.1335
H: -4.0814 3.2388 3.5248  0.1009
H: -3.6053 3.2668 1.8288  0.0777
H: -4.1689 4.7002 2.4690  0.0922
C: -2.0248 -3.1559 1.1167  -0.0570
C: -3.3187 -3.3414 0.2540  -0.1432
N: -3.1071 -3.7891 -1.1278  -0.0223
C: -2.6421 -2.9725 -2.1800  0.0249
C: -2.5455 -3.7955 -3.3360  0.0232
N: -2.9633 -5.1374 -2.9828  -0.1101
C: -3.2265 -5.1233 -1.6313  0.0689
C: -2.9827 -6.3073 -3.7866  -0.0122
H: -2.2724 -2.8789 2.1414  0.0885
H: -1.4751 -2.2805 0.7709  0.0367
H: -1.3486 -4.0108 1.1201  0.0789
H: -3.7799 -2.3539 0.2389  0.1348
H: -3.9904 -3.9863 0.8207  0.1276
H: -2.3838 -1.9320 -2.0498  0.1177
H: -2.1555 -3.4622 -4.2864  0.1093
H: -3.4938 -5.9906 -1.0459  0.1646
H: -3.9802 -6.6983 -3.9874  0.1137
H: -2.4484 -6.9901 -3.1261  0.1060
H: -2.3784 -6.2063 -4.6881  0.1077
C: 1.2149 -2.2321 -1.4647  -0.0210
C: 0.7975 -1.1822 -2.5981  -0.1189
N: 1.6766 -1.3901 -3.7375  -0.0309
C: 3.0690 -1.4755 -3.8275  -0.0216
C: 3.4563 -1.8427 -5.0485  -0.0068
N: 2.3217 -1.9761 -5.8140  -0.0941
C: 1.2459 -1.6967 -5.0203  0.0453
C: 2.2478 -2.3195 -7.2057  0.0085
H: 2.2295 -2.2207 -1.0664  0.0487
H: 1.0276 -3.2484 -1.8112  0.0772
H: 0.5563 -2.0703 -0.6114  0.0595
H: 0.8525 -0.1362 -2.2966  0.1177
H: -0.1830 -1.4200 -3.0108  0.1022
H: 3.7261 -1.2690 -2.9956  0.1269
H: 4.4337 -1.9837 -5.4856  0.1484
H: 0.2141 -1.8422 -5.3043  0.1624
H: 1.7456 -3.2812 -7.3111  0.1068
H: 3.1538 -2.2989 -7.8114  0.1151
H: 1.5623 -1.5865 -7.6311  0.1086
C: -0.7239 0.4565 1.9101  -0.5584
F: -1.8313 -0.1639 2.2633  0.1683
F: -0.3429 1.4513 2.7555  0.1060
F: 0.4090 -0.3419 1.8237  0.0319
S: -0.8961 1.1973 0.1136  0.5042
O: -1.2451 0.0320 -0.7018  -0.3782
O: -2.0546 2.1063 0.0895  -0.3243
O: 0.3819 1.7871 -0.2505  -0.3456
C: 0.8535 -2.9866 4.2705  -0.6624
F: 0.1488 -2.8514 3.2080  0.1327
F: 0.2524 -3.9591 5.0580  0.0552
F: 2.0372 -3.4455 3.9340  0.1294
S: 0.7309 -1.3214 5.3917  0.5271
O: -0.7236 -1.2678 5.6829  -0.3567
O: 1.6676 -1.4646 6.5291  -0.3563
O: 1.2118 -0.2806 4.4729  -0.3961
C: -4.2624 5.3962 -0.8977  -0.6918
F: -4.4655 5.6462 -2.1393  0.1676
F: -5.4298 5.3899 -0.2478  0.1139
F: -3.6391 4.2184 -0.6161  0.0845
S: -3.3413 6.9301 -0.2683  0.5198
O: -2.9695 6.4709 1.0842  -0.3914
O: -2.1875 7.3008 -1.1164  -0.3693
O: -4.3757 8.0055 -0.2378  -0.3572


Which of these has the lowest LUMO energy?
C24H41F9N7O10S3


LUMO energy of number 3 (C24H41F9N7O10S3)?
-4.07 eV


Among the records above, which one has the highest net charge?
C24H41F9N7O10S3